Below is a molecular structure, C29H37Cl47FNO4S at a distorted geometry, with properties calculated with wB97M-V/def2-TZVPD.

XYZ file:
```
120
Properties=species:S:1:pos:R:3:forces:R:3:mulliken_charge:R:1
C 5.4351 -0.4391 5.1167 -1.1960 0.3709 -0.1423 -1.15
C 3.8179 -0.5914 4.9843 0.4199 1.2399 0.3028 0.02
C 3.2567 0.5496 3.9620 1.3729 0.7146 1.4153 0.42
C 3.6962 1.9419 4.6128 0.2400 -0.1805 1.3105 -1.01
C 1.6723 0.3983 3.6387 1.5019 -0.9072 -1.8031 0.86
C 0.9741 -0.4024 4.8144 -0.7467 -0.0046 0.4706 0.58
C -0.6132 -0.4151 4.8637 -1.9989 1.9759 1.1746 0.06
O -1.3582 0.3322 5.5011 3.0332 -2.6182 -2.1841 -0.45
Cl -1.4447 -1.7466 3.8680 0.6161 1.2411 1.3937 -0.05
N 1.7624 -0.4687 2.3878 0.7426 2.0976 -2.0969 0.09
C 1.9541 0.3611 1.1840 1.3456 -1.1766 -0.6313 -0.69
O 2.2957 -0.0269 0.0381 -1.1762 0.9783 4.0380 -0.86
C 1.7031 1.9411 1.5546 -2.0884 -1.9912 0.4278 -0.20
S 3.1033 3.0866 1.3534 2.3629 5.7501 -3.4341 1.60
C 4.7933 2.2644 1.2825 -0.3874 -1.8253 0.6011 -0.96
O 3.2082 4.2612 2.2769 -0.6223 -3.5308 -0.3142 -0.65
O 2.9492 3.6876 -0.0460 -0.2369 -3.1131 2.8621 -0.85
C 0.9196 1.6475 2.9255 -0.9291 -0.7549 0.1172 -0.15
F -0.2243 0.9657 2.2755 0.8465 0.9167 0.9541 -0.40
C 0.1678 2.7583 3.7581 -1.0169 1.2548 0.0037 -0.47
Cl 0.6007 2.8587 5.5655 -0.0937 -0.6292 -1.2251 -0.16
C 0.2128 4.2609 3.1837 -0.3370 1.2323 0.8216 -0.22
C 0.9544 5.3289 4.1611 0.0346 0.7119 -1.6222 -1.06
H 5.8781 -1.4138 5.4920 -0.3752 1.3110 -0.6587 0.38
H 5.6594 0.4018 5.8676 -0.2414 -1.3688 -1.1565 0.28
H 5.8218 -0.1092 4.0927 -0.1001 -0.7422 1.4202 0.26
H 3.4226 -0.3050 6.0280 0.2790 -0.9328 -1.6258 -0.09
H 3.4984 -1.6377 4.6665 0.5220 1.2940 0.5253 0.36
H 3.9209 0.4062 3.0292 -1.5755 0.2351 1.0746 0.16
H 4.8135 2.1666 4.4381 -1.8211 -0.3186 0.0378 0.33
H 3.6117 1.8137 5.7585 0.0013 0.3747 -1.6695 0.33
H 3.0620 2.8427 4.3533 0.9061 -1.1458 0.0247 -0.32
H 1.2786 -1.5128 4.7595 -0.3104 1.8662 0.0819 0.54
H 1.3078 0.0778 5.8039 -0.6330 -0.9085 -1.5931 -0.89
H 2.4296 -1.2555 2.4581 -0.7111 0.5818 -0.2433 0.56
H 0.9076 2.3231 0.8095 1.5125 -0.3418 1.0658 0.68
H 5.2730 2.4101 2.2994 -0.5485 0.0433 -1.3884 0.31
H 4.6355 1.1349 1.1272 0.2043 1.6919 0.1193 0.22
H 5.4058 2.6394 0.4028 -1.2117 0.0132 1.2285 0.44
H -0.9500 2.4796 3.7831 2.0470 -0.0275 -0.0786 0.66
H 0.6446 4.3670 2.1381 -0.4128 -0.4296 1.3810 0.05
H -0.8684 4.6591 3.1180 1.5778 -0.9070 0.0127 0.40
H 1.0301 6.2891 3.5231 -0.0590 -1.4010 0.9852 0.29
H 2.0282 5.0354 4.4009 -1.6178 0.3191 -0.1252 0.18
H 0.3301 5.6114 5.0653 0.9259 -0.6972 -1.0566 0.38
C -0.0751 -0.3313 -1.9977 -0.0401 -0.1111 0.0013 0.95
Cl 0.1574 1.3149 -2.5966 0.0418 -0.0941 0.0660 -0.13
Cl -1.6603 -0.4943 -1.2280 0.1001 0.0380 0.0177 -0.10
Cl 0.1062 -1.5168 -3.2996 0.0450 0.2961 -0.0847 -0.12
H 0.6908 -0.5283 -1.2498 -0.1768 0.0950 -0.2168 -0.65
C 1.7787 -0.5353 9.0657 0.0231 0.0999 0.0851 -0.09
Cl 1.0630 0.8129 8.1681 0.0464 -0.1559 0.2323 -0.01
Cl 2.0030 -1.9402 8.0128 -0.0748 0.0251 0.0980 -0.09
Cl 3.3173 -0.0516 9.7924 -0.1398 -0.0592 -0.0599 -0.13
H 1.0954 -0.8144 9.8648 0.1288 0.0440 -0.1636 0.40
C -3.9020 -5.2767 3.4945 -0.1273 -0.0429 -0.2115 -0.02
Cl -3.2777 -3.9805 2.4661 -0.1100 -0.2697 -0.0322 -0.08
Cl -3.5715 -4.9294 5.1990 -0.0098 0.0247 -0.0376 -0.15
Cl -5.6357 -5.5003 3.2307 0.4825 0.0763 0.1421 0.10
H -3.3925 -6.2008 3.2280 -0.0439 0.1803 0.0823 0.18
C 2.7709 6.4264 -0.8095 0.0564 0.0556 -0.0262 0.69
Cl 1.8014 6.7158 0.6412 0.0550 0.0280 -0.1992 -0.15
Cl 1.8209 6.7550 -2.2682 -0.0037 -0.0142 -0.0029 -0.16
Cl 4.2366 7.4173 -0.7861 -0.0447 -0.0270 -0.0059 -0.17
H 3.0658 5.3784 -0.8205 -0.1467 0.3773 0.0666 -0.11
C -1.6156 -6.9331 7.6590 -0.0141 -0.0695 0.0199 0.51
Cl -1.5321 -8.3175 6.5612 -0.0410 0.1689 0.0555 -0.12
Cl -2.3180 -7.4102 9.2110 0.0345 0.0692 -0.1320 -0.13
Cl -0.0101 -6.2260 7.8930 -0.1103 0.0058 -0.0336 -0.12
H -2.2583 -6.1799 7.2097 0.1383 -0.1707 0.0747 -0.14
C 3.1009 5.9306 -5.8163 -0.0025 0.0632 -0.0335 0.31
Cl 4.3194 4.6937 -6.1594 -0.0761 0.0464 0.0468 -0.13
Cl 3.2411 7.2749 -6.9574 -0.0078 -0.1050 0.1262 -0.12
Cl 1.4761 5.2334 -5.8728 0.0929 0.0262 0.0501 -0.10
H 3.2743 6.3136 -4.8126 -0.0499 -0.0889 -0.1666 0.04
C 1.1977 2.0198 -7.8734 -0.0023 0.1300 0.0605 0.19
Cl 1.9426 0.5801 -8.5829 -0.0490 0.0630 0.0814 -0.10
Cl 0.6619 3.1351 -9.1341 0.1059 -0.1479 0.1033 -0.03
Cl -0.1531 1.5740 -6.8239 0.1205 0.0185 -0.0112 -0.11
H 1.9445 2.5293 -7.2674 -0.1175 -0.1063 -0.1042 0.07
C -7.4594 -6.2117 -0.6773 0.2052 -0.0015 -0.0323 0.68
Cl -7.3642 -7.6053 -1.7651 -0.0342 0.0548 0.0454 -0.13
Cl -8.1679 -6.6822 0.8754 0.2083 -0.2301 -1.0926 -0.04
Cl -5.8587 -5.4967 -0.4414 -0.1577 -0.0223 -0.0479 -0.08
H -8.1049 -5.4634 -1.1342 0.3088 -0.2759 0.1356 -0.41
C -10.0448 -2.7345 -2.0443 0.1218 0.1445 -0.0893 0.00
Cl -10.1661 -4.3788 -1.3998 -0.3496 0.1978 -0.0278 -0.12
Cl -8.8292 -1.8075 -1.1551 -0.1405 -0.0986 -0.0553 -0.10
Cl -9.6606 -2.7704 -3.7703 -0.0771 -0.0001 0.1635 -0.11
H -11.0085 -2.2459 -1.9180 0.1759 -0.1306 -0.0092 0.32
C -0.5194 4.4027 -13.0410 0.0577 -0.0764 0.1122 0.02
Cl 0.1619 2.7712 -12.9942 -0.1027 0.1467 -0.0166 -0.09
Cl -0.3328 5.1998 -11.4729 -0.0842 0.0341 -0.1997 -0.13
Cl 0.2442 5.3591 -14.3192 -0.0779 -0.0571 0.0017 -0.12
H -1.5819 4.3239 -13.2608 0.2141 0.0281 0.0292 0.32
C -5.4300 -10.0458 1.0365 0.0172 -0.0245 0.0256 -0.01
Cl -7.0886 -10.5361 1.4074 0.1353 0.0717 -0.0712 -0.12
Cl -5.0212 -8.5475 1.8834 -0.0976 -0.1268 -0.1261 0.00
Cl -4.2912 -11.3321 1.4605 -0.0647 0.0801 -0.0768 -0.14
H -5.3582 -9.8640 -0.0339 -0.0259 -0.0115 0.2054 0.25
C 0.8959 -3.3376 0.2857 -0.1866 0.0884 -0.0974 0.23
Cl 1.9719 -4.6358 0.8271 0.0232 0.0938 -0.0112 -0.16
Cl -0.1904 -3.9085 -0.9861 0.0911 -0.1458 0.2297 -0.11
Cl -0.0264 -2.6827 1.6456 0.2737 -0.6418 -0.7831 0.12
H 1.5074 -2.5363 -0.1275 -0.0304 -0.1611 0.0723 -0.06
C 4.7521 -0.2089 -11.0123 -0.0185 0.0719 -0.0306 0.02
Cl 5.8808 -1.0579 -12.0781 -0.0945 0.0154 0.1063 -0.14
Cl 5.6064 0.9887 -10.0295 -0.0804 -0.1145 -0.0427 -0.10
Cl 3.4672 0.5608 -11.9529 0.0928 -0.0729 0.0688 -0.06
H 4.2978 -0.9380 -10.3448 0.0931 0.1412 -0.1241 0.27
C 2.7035 8.4309 -14.5291 0.0587 0.0038 0.0402 0.30
Cl 2.3888 10.1183 -14.0999 -0.0262 -0.1373 -0.0343 -0.12
Cl 3.4437 8.3247 -16.1326 -0.0971 -0.0221 0.0985 -0.13
Cl 3.7348 7.6621 -13.3153 -0.1413 0.0288 -0.1019 -0.11
H 1.7534 7.9017 -14.5550 0.1835 0.1074 0.0270 0.06
C -9.0909 -5.7225 5.0644 0.0176 0.0282 0.0962 -0.06
Cl -9.2101 -7.3686 5.7017 -0.0279 0.1350 -0.0676 -0.13
Cl -7.8799 -4.7951 5.9610 -0.1553 -0.0300 -0.0372 -0.11
Cl -8.7019 -5.7518 3.3364 -0.5243 0.2787 1.0423 -0.08
H -10.0558 -5.2360 5.1900 0.1883 -0.1007 -0.0140 0.34
```
Positions in Å, forces in eV/Å.

Computed properties:
LUMO level   -0.33 eV
Calculated total energy   -642454.260 eV
Highest occupied orbital energy   -10.349 eV

Below is a molecular structure, C52H51Cl3GeO4TeV, with properties calculated with wB97M-V/def2-TZVPD.

XYZ file:
```
113
Properties=species:S:1:pos:R:3:forces:R:3:mulliken_charge:R:1
V -0.3713 1.7326 -1.3759 -0.3679 -0.2030 0.4392 -0.42
C -0.5254 4.0798 -0.9113 0.1422 0.0218 -0.0019 0.99
C -1.6230 3.9071 -0.0215 -0.0098 -0.1412 0.0227 0.64
C -1.1888 3.1817 1.0896 -0.0060 0.0636 -0.0745 -0.04
C 0.1786 2.8820 0.9066 0.1570 -0.1145 -0.2087 2.27
C 0.6178 3.4862 -0.3069 0.0960 0.4549 0.2906 0.57
C 2.0312 3.9125 -0.5790 0.0260 -0.1143 -0.1115 -1.96
C 1.0159 2.1301 1.8946 0.0219 -0.0207 0.0415 -1.53
C -2.0080 2.6532 2.2219 -0.0095 0.0048 0.0758 -1.22
C -3.0044 4.4040 -0.3023 -0.0269 0.0555 -0.0081 -1.72
C -0.5403 5.0151 -2.0837 -0.0345 0.0206 -0.0400 -2.01
H 2.2567 4.8233 -0.0134 0.0040 0.0086 -0.0233 0.37
H 2.1984 4.1374 -1.6343 -0.0038 -0.0072 -0.0185 0.31
H 2.7671 3.1618 -0.2864 -0.0098 0.0058 0.0181 0.18
H 0.9937 2.6209 2.8734 -0.0059 -0.0026 -0.0025 0.52
H 2.0594 2.0638 1.5863 0.0002 0.0159 0.0088 0.13
H 0.6547 1.1068 2.0383 -0.0082 0.0025 -0.0159 0.00
H -2.0152 1.5608 2.2121 0.0243 0.0180 -0.0117 0.01
H -3.0445 2.9903 2.1689 0.0084 0.0250 -0.0014 0.32
H -1.6085 2.9729 3.1896 0.0005 0.0094 0.0034 0.47
H -3.0248 5.4971 -0.3620 0.0015 0.0038 0.0167 0.41
H -3.7113 4.1045 0.4730 0.0034 -0.0056 0.0031 0.35
H -3.3667 4.0201 -1.2583 0.0106 0.0112 0.0040 0.24
H -0.6289 6.0578 -1.7572 -0.0050 -0.0067 0.0022 0.37
H -1.3792 4.8081 -2.7535 -0.0055 -0.0056 0.0131 0.36
H 0.3696 4.9397 -2.6801 0.0124 0.0048 0.0147 0.29
Cl 0.2370 2.2907 -3.7958 0.0359 0.2275 -0.1897 -0.15
C -0.7759 1.0412 -4.6028 0.1671 0.0185 -0.0519 0.08
Cl -2.1860 1.7870 -5.3534 -0.0577 0.0151 0.0116 -0.18
C -1.1470 -0.1240 -3.6437 -0.0013 -0.1580 -0.1574 -0.43
O -1.7196 -1.0531 -4.1982 0.0877 0.1026 0.0219 -0.67
O -0.7738 -0.0301 -2.4442 -0.0316 0.1366 0.0441 0.06
H -0.1516 0.6570 -5.4025 -0.0157 -0.0468 0.0174 0.54
O -1.9354 0.8564 -0.1721 0.2387 -0.2062 0.0880 -0.04
C -2.7845 1.2667 -1.0017 -0.0071 0.0297 -0.1499 1.31
O -2.4164 1.9588 -1.9933 -0.0013 -0.0180 -0.2054 -0.55
C -4.2374 0.9457 -0.8192 -0.1304 0.0618 -0.1741 -1.91
C -4.5801 0.3583 0.5357 -0.2253 -0.1160 0.1700 -1.16
Ge -3.9422 -1.4697 0.8582 0.0257 -0.0341 -0.0627 2.01
C -5.0272 -2.1545 2.3476 -0.0463 -0.0160 -0.0189 0.00
C -4.9764 -3.5079 2.6844 0.0430 -0.0082 0.0270 -0.30
C -5.7070 -4.0113 3.7505 0.0031 -0.0156 -0.0131 -0.76
C -6.5039 -3.1632 4.5083 -0.0075 -0.0070 0.0166 -0.42
C -6.5639 -1.8148 4.1929 -0.0069 0.0054 -0.0076 -0.68
C -5.8324 -1.3196 3.1194 -0.0114 0.0061 0.0014 -0.51
C -2.1007 -1.7993 1.4120 0.0058 -0.0059 0.0822 0.42
C -1.6343 -1.2378 2.6018 -0.0075 -0.0369 0.0166 -0.36
C -0.3942 -1.5813 3.1188 -0.0083 -0.0298 -0.0588 -0.63
C 0.4007 -2.5045 2.4486 0.0462 0.0527 0.0366 -0.32
C -0.0370 -3.0526 1.2540 -0.0176 0.0143 -0.0074 -0.88
C -1.2814 -2.7017 0.7405 0.0193 -0.0166 -0.0124 -0.12
C -4.3636 -2.4840 -0.7545 0.0579 0.0229 0.0060 -0.12
C -3.5542 -2.3330 -1.8825 0.0144 0.0253 -0.0306 0.48
C -3.8772 -2.9544 -3.0812 -0.0179 -0.0586 -0.0685 -1.10
C -5.0148 -3.7457 -3.1633 -0.0016 0.0090 0.0245 -0.57
C -5.8303 -3.9062 -2.0507 0.0112 -0.0063 -0.0058 -0.64
C -5.5065 -3.2762 -0.8560 -0.0164 -0.0255 0.0232 -0.66
H -4.5162 0.2650 -1.6303 0.0251 -0.0214 0.0187 0.32
H -4.7978 1.8644 -1.0108 0.0320 0.0350 0.0218 0.59
H -5.6684 0.2404 0.5869 -0.0056 0.0459 0.0417 0.55
H -4.2956 1.0299 1.3484 0.0927 -0.0130 -0.0416 0.50
H -4.3482 -4.1799 2.1085 -0.0016 -0.0038 -0.0068 0.42
H -5.6521 -5.0656 3.9931 -0.0036 -0.0007 0.0034 0.38
H -7.0743 -3.5541 5.3420 0.0025 0.0047 0.0026 0.36
H -7.1805 -1.1461 4.7813 -0.0013 0.0005 0.0017 0.39
H -5.8950 -0.2624 2.8862 0.0037 -0.0011 0.0041 0.23
H -2.2547 -0.5362 3.1502 -0.0100 -0.0069 0.0018 0.15
H -0.0519 -1.1396 4.0472 -0.0011 0.0036 -0.0034 0.38
H 1.3573 -2.8017 2.8632 0.0179 0.0420 -0.0254 0.56
H 0.5863 -3.7607 0.7215 0.0005 0.0173 -0.0166 0.40
H -1.6101 -3.1489 -0.1900 -0.0103 0.0111 -0.0024 0.32
H -2.6603 -1.7164 -1.8542 0.0179 0.0175 0.0182 0.18
H -3.2357 -2.7935 -3.9380 -0.0168 -0.0064 0.0454 0.55
H -5.2695 -4.2328 -4.0970 -0.0059 0.0004 -0.0007 0.37
H -6.7224 -4.5182 -2.1137 -0.0006 -0.0061 0.0047 0.38
H -6.1544 -3.4065 0.0044 -0.0011 0.0113 0.0114 0.38
Te 3.8672 -1.0934 0.7817 -0.0534 -0.0497 0.1053 0.51
C 5.2029 -2.0230 2.1392 0.0326 0.0115 0.0223 0.10
C 4.7657 -2.3500 3.4190 -0.0023 -0.0026 -0.0051 -0.31
C 5.6167 -2.9852 4.3154 -0.0253 0.0151 0.0028 -0.59
C 6.9207 -3.2781 3.9484 0.0225 -0.0143 0.0120 -0.42
C 7.3687 -2.9391 2.6782 0.0028 -0.0032 -0.0044 -0.60
C 6.5131 -2.3256 1.7760 -0.0110 0.0143 -0.0153 -0.28
C 5.3065 0.3116 0.1483 -0.0432 0.0420 -0.1140 -0.07
C 5.7279 0.3162 -1.1766 0.0301 -0.0595 0.0285 -0.27
C 6.6547 1.2570 -1.6102 0.0068 -0.0129 0.0199 -0.42
C 7.1708 2.1865 -0.7212 0.0053 -0.0022 -0.0107 -0.48
C 6.7531 2.1831 0.6041 -0.0102 0.0177 0.0186 -0.55
C 5.8159 1.2569 1.0351 -0.0080 -0.0047 0.0186 -0.47
H 3.7597 -2.0905 3.7265 -0.0157 -0.0099 0.0003 0.40
H 5.2613 -3.2345 5.3076 -0.0020 -0.0051 -0.0003 0.37
H 7.5879 -3.7628 4.6500 0.0020 -0.0012 -0.0019 0.35
H 8.3877 -3.1599 2.3850 0.0015 -0.0035 0.0000 0.36
H 6.8679 -2.0710 0.7844 0.0016 -0.0063 -0.0013 0.41
H 5.3219 -0.4059 -1.8751 0.0219 0.0131 0.0121 0.39
H 6.9656 1.2608 -2.6475 -0.0041 -0.0017 -0.0034 0.43
H 7.8924 2.9196 -1.0596 0.0059 -0.0018 0.0007 0.39
H 7.1468 2.9134 1.3003 0.0008 0.0011 0.0011 0.39
H 5.4761 1.2659 2.0636 0.0038 0.0062 0.0058 0.40
Cl 1.3990 -2.2394 -2.2901 0.0393 0.0019 -0.0117 -0.18
C 2.3209 -0.8986 -2.9254 0.0026 -0.1058 0.0126 0.91
C 3.0563 -1.1398 -4.0791 -0.0096 -0.0255 0.0197 -0.76
C 3.8686 -0.1528 -4.6106 0.0245 0.0421 0.0180 -0.86
C 3.9488 1.0714 -3.9539 -0.0571 -0.0138 -0.0552 -0.68
C 3.2088 1.2937 -2.8102 -0.0893 -0.0183 -0.0451 -0.40
C 2.3431 0.3323 -2.2561 0.0085 0.0033 -0.0558 0.88
C 1.5262 0.6449 -1.0756 -0.2279 0.0104 0.1051 -0.65
H 2.9891 -2.1152 -4.5428 -0.0027 0.0047 -0.0103 0.48
H 4.4363 -0.3434 -5.5124 0.0038 0.0075 -0.0023 0.38
H 4.5898 1.8568 -4.3371 0.0082 0.0007 -0.0023 0.46
H 3.2816 2.2518 -2.3119 0.0031 0.0136 0.0157 -0.01
H 2.0959 1.2240 -0.3510 0.0521 -0.0264 -0.0349 -0.60
H 1.1425 -0.2611 -0.6017 -0.0124 0.0061 0.0680 0.89
```
Positions in Å, forces in eV/Å.

Computed properties:
Spin multiplicity   3
LUMO level (spin up / spin down)   2.14 / 2.14 eV
Calculated total energy   -190010.297 eV
Highest occupied orbital energy (spin up / spin down)   -4.589 / -4.871 eV
Net charge   -1